No. 1
Entry from the OMol25 dataset: 8 unconnected molecules or ions with the total composition C64H68B2Br3FN2O22P at a distorted geometry (the ωB97M-V functional and the def2-TZVPD basis).

Computed properties:
Kohn-Sham gap	6.962	eV
HOMO energy	-0.4004	Ha
charge	+1
electronic energy	-338973.45906	eV

CARTESIAN COORDINATES (ANGSTROEM)
C -3.661374 -0.857399 3.846218
C -4.406026 -1.697696 2.826510
O -5.235338 -0.862823 2.001036
C -4.661015 -0.426307 0.853985
O -4.248499 0.690351 0.749317
C -4.665077 -1.412008 -0.287702
C -3.788381 -0.953656 -1.453105
C -2.311029 -1.082490 -1.094262
C -1.235570 -0.778862 -2.191217
C -1.565566 0.617777 -2.820971
C -2.251687 0.790382 -4.187400
C -3.478629 -0.029935 -4.550407
C -3.993923 0.375141 -5.944180
O -5.381227 0.176460 -6.080425
C -5.763638 -1.179204 -6.232358
C 0.012933 -0.567539 -1.282198
C 0.275773 0.591571 -0.391688
Br 1.031495 2.112211 -1.217533
C 0.063852 0.552433 0.926778
C -0.416393 -0.634227 1.712905
Br 0.428817 2.036957 2.013500
N 0.826061 -1.562776 -1.287728
C 2.062148 -1.632375 -0.497875
C 3.195160 -0.761107 -1.041708
F 3.543411 0.168958 -0.073521
C 0.391973 -2.718769 -2.143716
C 1.571065 -3.417411 -2.846160
N 2.228444 -4.349168 -1.887769
B -0.187382 -3.838631 -1.119321
O -0.461140 -3.491851 0.181857
O -0.459651 -5.084080 -1.603022
C -0.318519 -6.196763 -0.683908
C -0.701067 -1.991887 -3.047628
B -1.682806 -3.191855 -3.490370
O -1.165040 -4.055249 -4.431955
O -2.917283 -3.476649 -2.972365
P 0.215374 -1.752375 -4.719671
O -1.025295 -1.414797 -5.721300
Br 1.310396 0.200471 -4.479455
H -2.985163 -1.482197 4.429954
H -3.096638 -0.069527 3.346714
H -4.379375 -0.382867 4.512228
H -5.068848 -2.406513 3.319886
H -3.713930 -2.280245 2.208382
H -4.316695 -2.382097 0.086989
H -5.694092 -1.579581 -0.609667
H -4.058596 -1.512594 -2.339501
H -4.028140 0.090944 -1.637002
H -2.135178 -0.337043 -0.315279
H -2.139842 -2.063532 -0.649201
H -0.645744 1.183205 -2.884357
H -2.167915 1.142898 -2.075773
H -2.571647 1.837078 -4.216349
H -1.512104 0.719423 -4.979954
H -4.303470 0.173194 -3.872377
H -3.274685 -1.101561 -4.575105
H -3.823245 1.442668 -6.086856
H -3.451532 -0.184754 -6.714838
H -6.160751 -1.570740 -5.290888
H -6.529582 -1.235207 -7.002676
H -4.911226 -1.805107 -6.514887
H 0.414015 -1.314447 1.913372
H -0.785813 -0.311107 2.682008
H -1.197829 -1.195903 1.210132
H 1.872003 -1.344943 0.530535
H 2.367761 -2.671338 -0.466385
H 4.088865 -1.352683 -1.239004
H 2.902814 -0.213854 -1.938072
H 1.193711 -3.981905 -3.692799
H 2.315409 -2.701634 -3.198501
H 2.072702 -5.309223 -2.183276
H 3.233159 -4.223214 -1.930164
H -1.186451 -4.006674 0.554831
H -1.236356 -6.331901 -0.114126
H 0.508541 -6.015612 0.000145
H -0.110075 -7.081654 -1.272576
H -1.261041 -4.943243 -4.060749
H -3.000834 -3.377768 -2.020480
H -0.986764 -2.052767 -6.448069
C 3.824524 6.104852 5.196123
C 3.615589 7.258277 4.564022
C 2.725353 7.330419 3.377641
O 2.531454 8.374676 2.794136
C 2.075029 6.073740 2.921920
C 2.285332 4.925487 3.555872
C 3.175414 4.850960 4.741544
O 3.361810 3.796591 5.312152
H 4.468807 6.025909 6.059113
H 4.078112 8.183682 4.875309
H 1.429721 6.154822 2.056004
H 1.825296 3.995523 3.247029
C -0.369218 -7.527973 -4.333353
C -1.130336 -8.003230 -5.314131
C -0.593214 -9.004042 -6.277240
O -1.280188 -9.439205 -7.169895
C 0.818822 -9.436275 -6.098806
C 1.575162 -8.947907 -5.117939
C 1.036751 -7.957341 -4.159663
O 1.717626 -7.496911 -3.260851
H -0.726369 -6.805712 -3.607459
H -2.157781 -7.695638 -5.464366
H 1.187642 -10.162483 -6.811767
H 2.606454 -9.244396 -4.973572
C 8.133849 8.573555 5.495014
C 9.451592 8.395451 5.496295
C 10.072055 7.282105 6.256111
O 11.272576 7.114712 6.261720
C 9.174627 6.378616 7.018866
C 7.857001 6.559066 7.017285
C 7.235381 7.668098 6.253783
O 6.032091 7.831276 6.246181
H 7.654655 9.376213 4.949039
H 10.128709 9.040929 4.951763
H 9.657161 5.583132 7.572830
H 7.181667 5.916207 7.567598
C -6.472041 4.058552 1.057099
C -5.409884 3.528345 1.656617
C -4.324903 4.386580 2.194165
O -3.352985 3.898806 2.730358
C -4.469026 5.858018 2.044198
C -5.532033 6.387825 1.445136
C -6.613081 5.526595 0.906071
O -7.584327 5.999436 0.351824
H -7.276058 3.457630 0.648735
H -5.275918 2.460739 1.774014
H -3.665230 6.461933 2.445833
H -5.661211 7.455418 1.320852
C -8.985074 5.318826 -2.372069
C -9.319078 6.367876 -3.119485
C -10.128777 6.211450 -4.353186
O -10.431865 7.164131 -5.037188
C -10.554506 4.835689 -4.723663
C -10.219911 3.785366 -3.979695
C -9.408521 3.947662 -2.747288
O -9.096637 2.988012 -2.070504
H -8.398543 5.402833 -1.462478
H -9.022944 7.378329 -2.867226
H -11.144821 4.746558 -5.626763
H -10.516278 2.774745 -4.230616
C -0.012497 -10.411407 -1.510460
C -0.024917 -11.416292 -2.381897
C -1.274034 -12.166207 -2.678009
O -1.283106 -13.074472 -3.476184
C -2.506247 -11.755012 -1.956438
C -2.491337 -10.753284 -1.081005
C -1.245672 -10.001360 -0.794599
O -1.231445 -9.083022 0.000642
H 0.886682 -9.853684 -1.277912
H 0.861545 -11.739884 -2.911887
H -3.402679 -12.317154 -2.184788
H -3.375320 -10.438341 -0.541317
C 14.956710 6.587942 7.987422
C 13.666645 6.333803 8.191956
C 13.164565 5.964419 9.538371
O 11.988072 5.728224 9.725597
C 14.147945 5.891082 10.648001
C 15.436714 6.146141 10.441230
C 15.943631 6.515653 9.093407
O 17.118299 6.747921 8.908998
H 15.349102 6.859011 7.015445
H 12.917100 6.380994 7.411023
H 13.755320 5.620455 11.619994
H 16.174652 6.099138 11.231905

Atoms 1-3, force components in eV/Å:
C -0.14 0.01 -0.21
C 0.08 -0.07 0.32
O -0.10 -0.21 0.02

***

No. 2
Entry from the OMol25 dataset: 12 unconnected molecules or ions with the total composition C64H84N12O20 at a distorted geometry (the ωB97M-V functional and the def2-TZVPD basis).

Computed properties:
Kohn-Sham gap	8.544	eV
HOMO energy	-0.3388	Ha
charge	0
energy above the lowest of the compared OMol25 structures with the same formula, charge and spin	141.2	kcal per mole
electronic energy	-126531.74617	eV

CARTESIAN COORDINATES (ANGSTROEM)
C -6.038855 12.862717 -2.679433
C -7.159040 12.496520 -1.645949
C -6.511515 11.595190 -0.635126
O -6.124726 10.344534 -1.335485
C -5.331851 9.491225 -0.505856
N -7.699043 13.684418 -1.100465
H -5.844508 12.050955 -3.380418
H -5.050006 13.007862 -2.244457
H -6.262418 13.640791 -3.409308
H -7.812008 11.919088 -2.300399
H -7.269290 11.262044 0.074033
H -5.718580 12.136617 -0.119186
H -5.818931 9.128342 0.399231
H -4.419322 9.917030 -0.088613
H -5.101804 8.581302 -1.060118
H -8.518663 13.882063 -1.656582
H -8.139836 13.443932 -0.224130
C -11.436405 12.305856 16.994605
C -11.130751 13.606039 16.276237
C -12.360118 14.204587 15.589621
O -12.967170 13.281171 14.670584
C -14.053075 13.910702 14.003755
N -10.387020 14.508192 17.192549
H -11.936924 11.709103 16.232058
H -12.138026 12.432032 17.819168
H -10.535741 11.761338 17.278148
H -10.379777 13.457879 15.500236
H -12.080431 15.204055 15.256530
H -13.108543 14.335441 16.371173
H -14.353796 13.347245 13.120489
H -13.619917 14.694107 13.381864
H -14.919948 14.215973 14.589782
H -10.220571 15.468796 16.928657
H -9.457289 14.134871 17.320422
C 1.674133 19.197753 8.806290
C 2.593067 18.140334 9.410421
C 3.897570 18.841640 9.968496
O 4.641857 17.834285 10.625746
C 5.757618 18.268718 11.381537
N 1.915286 17.547481 10.546332
H 0.678220 18.839917 8.545120
H 2.140364 19.524771 7.876883
H 1.567856 20.078171 9.440058
H 2.772675 17.318726 8.717020
H 3.675788 19.645241 10.670741
H 4.520131 19.164586 9.134093
H 6.326796 17.463876 11.846683
H 5.550317 19.024621 12.138991
H 6.457891 18.693957 10.662583
H 2.451629 16.813260 10.986061
H 1.792760 18.292489 11.217187
C -2.357760 11.450634 22.151752
C -3.228047 12.310018 21.229783
C -2.761088 12.402267 19.759493
O -3.479152 13.395669 19.067710
C -3.105007 13.603385 17.721565
N -4.577871 11.711751 21.222012
H -1.336935 11.787526 22.332100
H -2.118094 10.489871 21.696142
H -2.801192 11.303279 23.136517
H -3.224782 13.343091 21.577407
H -2.870551 11.406993 19.328737
H -1.685472 12.578779 19.756681
H -3.170640 12.638844 17.218127
H -2.069595 13.936617 17.651028
H -3.761973 14.342610 17.263257
H -4.955882 11.751317 22.157770
H -5.206658 12.318098 20.714998
C -5.968500 13.690269 8.307954
C -5.975348 14.237998 7.030740
C -7.243492 14.407704 6.392380
C -8.440763 14.149434 7.098561
C -8.339536 13.680178 8.386348
C -7.118071 13.371283 9.020628
N -9.730596 14.343782 6.425387
O -9.844591 14.064335 5.230697
O -10.617523 14.810261 7.106390
H -5.059456 13.497972 8.858469
H -5.022713 14.514378 6.603554
H -7.288142 14.810469 5.391289
H -9.231539 13.473925 8.959215
H -6.950260 12.826057 9.937675
C 2.974389 8.443491 7.688753
C 1.792168 8.637495 7.016446
C 1.122738 7.496492 6.605465
C 1.608356 6.263260 6.765057
C 2.808695 6.046417 7.501583
C 3.547609 7.202095 7.856427
N 0.849983 5.127194 6.210227
O 0.638668 5.068536 4.980748
O 0.334125 4.394941 7.022311
H 3.614409 9.281920 7.920714
H 1.362562 9.600166 6.781688
H 0.144828 7.613932 6.162420
H 3.262118 5.080503 7.668321
H 4.508433 7.091990 8.337158
C 0.403038 16.542592 1.717211
C 1.751093 16.804474 1.980507
C 2.258731 18.135028 1.912430
C 1.386895 19.168648 1.639158
C 0.090076 18.889284 1.314338
C -0.394221 17.575016 1.377224
N 1.947784 20.549788 1.521042
O 1.295285 21.370052 0.870627
O 2.972932 20.775286 2.006565
H 0.044130 15.526078 1.782761
H 2.424508 16.020919 2.295051
H 3.312013 18.275266 2.105660
H -0.547882 19.698320 0.990498
H -1.426664 17.425507 1.097761
C -20.176253 17.208483 1.732873
C -19.427030 17.194920 2.846606
C -19.153038 15.995288 3.500580
C -19.622991 14.835752 2.985312
C -20.450651 14.842835 1.872922
C -20.694297 16.064847 1.243438
N -19.365676 13.531974 3.765504
O -19.958596 12.511245 3.417854
O -18.587139 13.546448 4.748709
H -20.300495 18.172431 1.261965
H -19.026610 18.115679 3.244428
H -18.631472 15.906640 4.442127
H -20.817339 13.943212 1.401088
H -21.291949 16.104768 0.344758
C -15.243242 21.649073 11.181339
C -16.543361 22.117111 11.066258
C -16.931724 23.303620 11.750105
C -16.025680 24.029850 12.508033
C -14.744359 23.518350 12.657045
C -14.367895 22.329659 12.042019
N -16.459158 25.138341 13.433239
O -17.675091 25.307026 13.547238
O -15.657771 25.665757 14.141566
H -14.947018 20.676035 10.818275
H -17.250679 21.718508 10.354058
H -17.929902 23.684587 11.592278
H -14.124906 24.063685 13.353655
H -13.320274 22.090236 12.149464
C -8.864603 21.164631 2.086234
C -8.230173 21.654915 0.952396
C -7.238219 22.692675 1.101313
C -6.914419 23.187265 2.393821
C -7.459502 22.616840 3.521234
C -8.397351 21.561892 3.360189
N -5.914078 24.345302 2.643728
O -5.812685 24.882082 3.686305
O -5.266079 24.573716 1.645630
H -9.473805 20.293055 1.897463
H -8.406964 21.315115 -0.057402
H -6.810347 23.054629 0.178108
H -7.178339 22.977556 4.499618
H -8.799383 21.056523 4.225864
C -10.051908 6.962021 11.911785
C -8.894197 6.338483 11.431940
C -8.504759 6.590957 10.081578
C -9.344238 7.371130 9.262928
C -10.588808 7.856580 9.722246
C -10.889421 7.666832 11.057347
N -8.870760 7.707922 7.905182
O -7.622898 7.601530 7.739120
O -9.732007 8.102413 7.154850
H -10.283511 6.785476 12.951778
H -8.275942 5.712670 12.058459
H -7.597534 6.144181 9.702460
H -11.153470 8.520316 9.084280
H -11.835403 8.044353 11.416489
C -2.749987 6.246959 15.319634
C -2.466584 5.241415 16.256627
C -1.397203 4.388594 15.975548
C -0.642234 4.361693 14.802131
C -1.045759 5.253318 13.819078
C -2.034000 6.208339 14.071408
N 0.487624 3.364422 14.599004
O 0.539367 2.424870 15.365061
O 1.310204 3.584691 13.717404
H -3.478352 7.033294 15.452188
H -2.983701 5.244322 17.204781
H -1.191273 3.590253 16.673152
H -0.426103 5.245878 12.934559
H -2.271435 6.825019 13.217161

Atoms 1-3, force components in eV/Å:
C 0.33 -0.65 -0.73
C 2.77 -0.69 -2.93
C -0.94 -1.91 -0.54

***

- HOMO energy of number 1 (C64H68B2Br3FN2O22P)?
  -0.4004 Ha